Here is a cluster of 2 separate species, CH7N6O3 in total from the Open Molecules 2025 dataset. Energies are from wB97M-V/def2-TZVPD.

Results
Charge = +1
Energy relative to the best compared isomer or geometry (same formula, charge and spin) = 25.2 kcal per mole
Multiplicity = 1
Gap between HOMO and LUMO (alpha / beta) = 7.638 / 7.639 eV
LUMO energy (alpha / beta) = -5.787 / -5.786 eV
Calculated total energy = -16218.690 eV
E_HOMO (alpha / beta) = -13.425 / -13.425 eV

The geometry in XYZ format:
```
17
Properties=species:S:1:pos:R:3:forces:R:3:mulliken_charge:R:1
C 1.013 0.878 -0.838 -1.4 1.7 2.1 0.60
N 0.771 1.402 0.300 2.0 1.5 -3.7 -0.46
N 1.634 1.426 -1.906 -1.8 -2.4 1.1 -0.34
N 0.317 -0.334 -0.828 0.6 -1.4 -1.1 -0.11
N -1.024 -0.854 1.503 -0.2 2.6 0.6 -0.19
N -0.772 -0.897 2.724 -0.5 -0.5 0.7 0.98
N -0.780 -0.467 -1.377 -2.8 0.6 -1.0 -0.05
O -0.597 0.341 3.221 0.5 1.0 -0.2 -0.44
O -0.709 -1.877 3.473 0.0 0.1 -0.5 -0.73
O -1.354 -2.023 1.044 1.3 -3.8 0.0 -0.39
H 0.472 1.139 1.178 -0.8 -1.4 1.7 0.30
H 1.560 1.055 -2.811 -0.1 -0.7 -1.1 0.22
H -0.757 0.259 4.165 0.1 -0.2 0.6 0.39
H -1.356 -1.354 -1.284 1.3 1.0 0.6 0.32
H -1.375 0.313 -1.832 1.7 -1.0 0.5 0.31
H 2.175 2.209 -1.794 1.4 2.2 0.6 0.22
H -0.810 -2.684 1.616 -1.4 0.6 -1.0 0.35
```
Positions in Å, forces in eV/Å.

=====

Here is a cluster of 2 separate species, CH7NO in total from the Open Molecules 2025 dataset. Energies are from wB97M-V/def2-TZVPD.

Results
Energy relative to the best compared isomer or geometry (same formula, charge and spin) = 7.9 kcal per mole
Structure (SMILES) = CN.O
Multiplicity = 1
Gap between HOMO and LUMO = 10.756 eV
LUMO energy = 0.935 eV
Calculated total energy = -4687.585 eV
E_HOMO = -9.821 eV

The geometry in XYZ format:
```
10
Properties=species:S:1:pos:R:3:forces:R:3:mulliken_charge:R:1
C 0.073 1.249 0.001 -0.6 0.6 1.2 -0.66
N 0.661 -0.029 -0.520 -1.2 1.8 3.1 -0.56
H 0.285 1.385 1.124 0.1 -0.3 -1.8 0.28
H 0.334 2.218 -0.537 0.1 -1.3 0.6 0.26
H -1.061 1.214 -0.013 1.2 -0.3 -0.3 0.24
H 0.538 -0.041 -1.470 0.2 -0.3 -2.8 0.19
H 1.593 -0.230 -0.203 0.2 0.2 -0.2 0.22
O -0.676 -2.267 0.362 -1.4 1.1 1.6 -0.72
H -1.276 -2.179 1.174 1.3 -0.2 -1.8 0.32
H -0.472 -1.321 0.083 0.2 -1.3 0.4 0.43
```
Positions in Å, forces in eV/Å.

=====

Here is a cluster of 3 separate species, CH7NO in total from the Open Molecules 2025 dataset. Energies are from wB97M-V/def2-TZVPD.

Results
Energy relative to the best compared isomer or geometry (same formula, charge and spin) = 50.6 kcal per mole
Multiplicity = 1
Gap between HOMO and LUMO = 10.118 eV
LUMO energy = 0.683 eV
Calculated total energy = -4685.731 eV
E_HOMO = -9.435 eV

The geometry in XYZ format:
```
10
Properties=species:S:1:pos:R:3:forces:R:3:mulliken_charge:R:1
C 0.397 0.641 1.248 0.2 -0.1 -0.5 -0.66
H 1.934 -0.502 0.363 0.3 0.1 0.2 0.20
H 0.609 -1.418 0.933 1.1 2.5 -1.3 0.24
H -0.622 0.216 1.405 0.6 1.2 0.9 0.28
H 1.097 0.752 2.131 -1.6 0.6 -0.5 0.30
H 0.277 1.598 0.615 0.4 -1.5 1.1 0.20
H -0.349 -0.207 -1.318 -1.9 0.2 0.5 0.34
H -1.111 -0.305 -2.795 -1.5 1.1 5.8 0.36
N 0.936 -0.475 0.472 -1.0 -2.7 -0.1 -0.58
O -1.346 -0.081 -1.515 3.4 -1.4 -6.1 -0.68
```
Positions in Å, forces in eV/Å.